C25H18AlCl5F6N3O3 | ωB97M-V/def2-TZVPD

Results
Highest occupied orbital energy, eV: -9.13
Strongest force on any atom, eV/A: 2.62
Charge: +1
DFT total energy, eV: -122334.21628
Multiplicity: 1
Energy relative to the best compared isomer or geometry (same formula, charge and spin), kJ/mol: 698.5

Atoms and positions in Å:
Al: -3.1223 2.5827 -0.3027
Cl: -3.0870 4.5784 3.3419
C: -4.1315 3.3052 2.7538
C: -3.8871 2.7795 1.5098
C: -4.7379 1.7650 1.0590
Cl: -3.8303 -0.4227 -2.4067
C: -5.7755 1.2482 1.8247
Cl: -6.7500 -0.0258 1.1979
C: -5.9907 1.8001 3.0901
Cl: -7.2634 1.1945 4.0691
C: -5.1695 2.8382 3.5583
Cl: -5.4556 3.5101 5.1219
F: 2.6420 1.5882 2.2409
C: 2.0274 0.7603 1.3742
C: 0.8514 1.1249 0.8115
C: 0.1649 0.2260 -0.0282
C: -1.1097 0.5983 -0.5943
O: -1.5058 1.7949 -0.3464
C: -1.8422 -0.3447 -1.3524
C: -1.2374 -1.5624 -1.5133
N: -0.0053 -1.9249 -1.0375
C: 0.4743 -3.2694 -1.2570
C: 0.3042 -3.8819 -2.6107
C: 1.6708 -3.4830 -2.1412
C: 0.7023 -1.0412 -0.2595
C: 1.9495 -1.3855 0.3077
C: 2.6269 -0.4979 1.1200
N: 3.8454 -0.8118 1.7355
C: 4.9228 0.1730 1.7910
C: 6.1728 -0.3832 1.0952
N: 5.7031 -1.2854 -0.0133
C: 5.1123 -2.5568 0.5466
C: 4.3062 -2.1761 1.8046
C: -5.0325 -0.5324 -3.5692
O: -5.5322 -0.5873 -4.5794
O: -4.4354 1.3690 -0.2059
H: 0.4130 2.0882 1.0356
H: -1.7138 -2.3643 -2.0671
H: 0.3631 -3.9204 -0.3973
H: -0.1385 -3.2753 -3.3879
H: 0.0515 -4.9310 -2.6504
H: 2.0980 -2.6017 -2.6020
H: 2.3725 -4.2604 -1.8695
H: 2.3528 -2.3676 0.1172
H: 5.1765 0.4486 2.8164
H: 4.6079 1.0793 1.2813
H: 6.7927 -0.9971 1.7462
H: 6.7865 0.4069 0.6692
H: 6.4618 -1.5010 -0.6594
H: 4.9805 -0.7955 -0.5476
H: 5.9391 -3.2285 0.7698
H: 4.5006 -2.9937 -0.2401
H: 4.9332 -2.2850 2.6911
H: 3.4676 -2.8572 1.9282
F: -4.5750 4.1365 -1.2033
C: -3.5144 4.8124 -1.8493
F: -2.4109 4.2416 -0.8710
C: -3.2063 3.8201 -2.9719
F: -4.1582 3.7561 -3.8838
F: -2.0385 4.0298 -3.5551
F: -3.1168 2.4955 -2.4355

Cartesian forces, eV/Å:
-0.08 0.76 0.57
-0.13 -0.13 -0.04
0.41 0.24 0.06
-0.10 -0.12 -0.23
-0.08 -0.04 0.10
2.08 0.36 1.56
0.16 0.18 0.04
-0.06 -0.07 -0.04
0.29 0.17 -0.12
-0.06 -0.02 0.05
-0.30 -0.24 0.07
0.03 0.00 -0.03
0.01 -0.01 0.00
0.06 -0.09 -0.01
-0.05 0.02 -0.01
-0.03 0.05 -0.01
-0.43 0.34 0.01
0.09 -0.32 -0.10
-0.09 -0.61 -0.15
0.07 0.28 0.07
-0.22 0.02 -0.07
0.05 -0.05 0.01
-0.01 -0.02 0.00
0.03 0.04 -0.01
0.17 -0.04 0.07
-0.08 -0.04 -0.05
0.02 0.08 0.00
-0.01 0.01 0.05
-0.01 -0.01 -0.02
0.00 -0.01 0.00
0.00 0.01 0.01
-0.02 0.00 -0.01
0.00 0.00 -0.02
-1.58 -0.29 -1.27
0.03 0.09 0.01
-0.07 -0.30 -0.38
-0.01 -0.01 0.00
-0.04 0.04 0.02
-0.02 0.02 0.00
0.01 -0.01 0.00
0.00 0.00 0.00
0.01 -0.01 0.01
0.00 0.00 0.00
-0.01 -0.02 -0.02
0.00 -0.01 0.01
-0.01 0.02 0.00
0.00 0.00 0.00
0.00 0.00 0.00
0.00 0.00 0.00
0.01 0.00 0.01
0.00 0.00 0.01
0.01 -0.01 0.00
0.01 0.00 0.00
0.00 0.00 0.01
-0.01 -0.01 -0.05
-0.01 -0.09 -0.01
-0.01 -0.15 -0.03
0.11 0.25 -0.03
0.03 0.02 0.04
-0.11 -0.03 0.02
-0.04 -0.26 -0.04



C25H18BCl3F9IN4O3STeTi | ωB97M-V/def2-TZVPD

Results
Highest occupied orbital energy (alpha / beta), eV: -5.71 / -5.94
Strongest force on any atom, eV/A: 0.92
Charge: -1
DFT total energy, eV: -150377.24790
Multiplicity: 2
Energy relative to the best compared isomer or geometry (same formula, charge and spin), kJ/mol: 341.8

Atoms and positions in Å:
Ti: -0.9615 0.7721 0.4595
C: -1.9894 3.5801 -2.8812
C: -0.9074 2.5944 -3.1914
N: -0.5577 2.3896 -4.4438
C: 0.4104 1.4985 -4.7157
C: 1.1050 0.8049 -3.7552
C: 2.2167 -0.1248 -4.1503
O: 3.4976 0.5130 -4.1554
C: 0.7490 1.0105 -2.4052
C: 1.5405 0.4384 -1.3337
N: 1.2153 0.3988 -0.0920
C: 2.2638 -0.0097 0.7896
C: 2.6596 -1.3400 0.8380
C: 3.6282 -1.7526 1.7386
C: 4.2145 -0.8319 2.5936
C: 3.8639 0.5072 2.5107
C: 2.9033 0.9260 1.6002
I: 2.5528 2.9611 1.3607
C: -0.3045 1.8827 -2.1186
O: -0.7470 2.0763 -0.8977
H: -2.4088 3.9590 -3.8101
H: -1.5933 4.4103 -2.2924
H: -2.7705 3.1213 -2.2736
H: 0.6381 1.3447 -5.7652
H: 2.0482 -0.4868 -5.1646
H: 2.2394 -1.0001 -3.4932
H: 3.4713 1.2476 -3.5343
H: 2.5388 0.0891 -1.6056
H: 2.1801 -2.0529 0.1796
H: 3.9093 -2.7972 1.7766
H: 4.9600 -1.1468 3.3123
H: 4.3449 1.2395 3.1446
S: -1.6495 -2.5972 -2.8483
C: -2.5131 -1.1635 -3.1814
C: -2.3792 -0.2589 -2.1757
C: -1.5464 -0.6759 -1.0778
C: -1.1049 -1.9514 -1.3238
C: -0.3094 -2.8139 -0.4479
C: 0.4254 -3.9017 -0.9415
C: 1.1121 -4.7132 -0.0599
C: 1.0721 -4.4189 1.2957
C: 0.3522 -3.3027 1.6896
N: -0.3263 -2.5215 0.8574
H: -3.0798 -1.0645 -4.0942
H: -2.8698 0.7035 -2.2140
H: 0.4538 -4.0961 -2.0056
H: 1.6767 -5.5616 -0.4269
H: 1.5913 -5.0233 2.0273
H: 0.3272 -3.0154 2.7341
F: -5.0569 -0.1963 0.6437
Te: -4.2311 1.3203 1.3370
F: -5.9173 2.0919 1.1572
F: -3.8960 1.8665 -0.4242
F: -4.7735 0.8400 3.0420
F: -3.7085 3.0138 1.8536
O: -2.6281 0.4949 1.5178
F: -1.9457 2.3331 3.9589
B: -0.8200 2.9005 3.3749
F: -0.7518 2.4394 1.9816
F: 0.3351 2.4349 4.0229
F: -0.8633 4.2808 3.3560
Cl: -0.6891 -2.4575 5.2741
C: -0.7444 -0.6850 5.0680
Cl: -2.3570 -0.0999 5.4234
Cl: 0.4636 0.0662 6.1142
C: -0.4132 -0.3691 3.6747
N: -0.1459 -0.1207 2.5926

Cartesian forces, eV/Å:
0.20 -0.09 0.90
0.01 0.00 -0.01
0.01 0.00 -0.02
-0.02 0.00 0.01
0.01 -0.02 -0.01
0.00 0.00 0.00
-0.01 0.01 -0.01
0.01 -0.03 0.05
-0.01 0.01 0.00
0.07 0.04 0.02
0.00 0.05 -0.13
-0.05 -0.01 0.06
-0.05 -0.01 0.02
0.01 0.02 0.01
0.00 -0.01 -0.01
0.00 0.02 -0.01
0.04 -0.03 0.00
-0.06 0.03 0.01
0.05 0.08 0.08
-0.10 0.00 -0.14
0.00 0.00 0.00
0.00 -0.01 0.01
-0.01 0.00 0.00
0.00 0.00 0.00
-0.01 0.01 -0.01
0.01 -0.01 -0.01
-0.01 0.02 -0.03
0.01 0.00 0.00
0.02 0.03 -0.01
0.00 0.00 0.00
0.00 0.00 0.00
0.00 0.00 0.00
-0.01 -0.02 0.02
-0.01 0.01 0.00
0.03 -0.01 0.00
-0.02 0.02 -0.06
0.00 -0.01 -0.01
0.02 0.01 0.01
0.01 0.02 0.00
0.00 -0.01 0.01
-0.01 -0.01 0.00
0.00 0.00 0.01
-0.02 -0.02 0.00
0.00 0.00 0.00
0.00 0.02 0.00
-0.01 0.00 -0.01
0.00 0.00 0.00
0.00 0.00 0.00
-0.01 0.01 0.02
0.03 -0.02 0.08
-0.13 -0.11 -0.20
0.03 -0.02 -0.04
-0.08 0.00 0.05
-0.01 0.08 0.05
0.04 -0.07 0.15
-0.05 0.22 -0.28
0.03 0.08 -0.08
0.13 0.10 0.05
0.08 -0.09 -0.36
-0.01 0.01 -0.05
-0.01 -0.05 -0.01
0.04 -0.01 -0.04
-0.04 0.09 0.04
-0.02 -0.14 0.06
-0.01 -0.01 0.02
0.11 0.01 0.05
-0.21 -0.16 -0.24



C25H18Br2CuN5OS | ωB97M-V/def2-TZVPD

Results
Highest occupied orbital energy (alpha / beta), eV: -10.22 / -10.18
Strongest force on any atom, eV/A: 0.25
Charge: +1
DFT total energy, eV: -231273.04045
Multiplicity: 2
Energy relative to the best compared isomer or geometry (same formula, charge and spin), kJ/mol: 7.2

Atoms and positions in Å:
Cu: -0.7248 0.1210 -0.5353
C: 3.3600 -0.9544 -1.5427
C: 1.9720 -1.0282 -1.3652
N: 1.2470 0.0416 -1.1054
C: 1.8525 1.2432 -1.0175
C: 3.2300 1.4147 -1.1822
C: 3.9888 0.2607 -1.4501
C: 3.7862 2.7321 -1.0754
C: 2.9976 3.7973 -0.8174
C: 1.5816 3.6466 -0.6404
C: 0.7209 4.7225 -0.3626
C: -0.6165 4.4809 -0.1896
C: -1.0906 3.1691 -0.2943
N: -0.3148 2.1404 -0.5715
C: 1.0103 2.3725 -0.7400
H: 3.9130 -1.8579 -1.7567
H: 1.4272 -1.9599 -1.4382
H: 5.0595 0.3424 -1.5904
H: 4.8532 2.8552 -1.2095
H: 3.4212 4.7902 -0.7389
H: 1.1203 5.7254 -0.2810
H: -1.3099 5.2782 0.0348
H: -2.1355 2.9595 -0.1205
Br: -0.7503 -4.8535 -0.7081
C: -2.2151 -3.6593 -0.7426
C: -3.5238 -4.1697 -0.7286
C: -4.5968 -3.3259 -0.7295
Br: -6.3420 -4.0462 -0.7102
C: -4.4068 -1.9190 -0.7322
C: -5.4454 -0.9652 -0.7184
C: -5.1353 0.3662 -0.7150
C: -3.7884 0.7549 -0.7167
N: -2.7894 -0.0986 -0.7273
C: -3.0858 -1.4305 -0.7432
C: -1.9569 -2.3024 -0.7644
O: -0.7587 -1.7753 -0.7887
H: -3.6695 -5.2406 -0.7138
H: -6.4737 -1.2986 -0.7106
H: -5.9044 1.1247 -0.7088
H: -3.5438 1.8074 -0.7244
C: 2.4116 0.2725 3.5459
N: 2.0804 -0.8627 2.7068
C: 2.8497 -2.0009 2.5477
C: 2.1643 -2.8362 1.7401
N: 0.9816 -2.2039 1.4328
C: 0.9200 -0.9978 2.0269
S: -0.3570 0.1245 1.9786
H: 3.4878 0.2887 3.6981
H: 1.9035 0.1973 4.5062
H: 2.0914 1.1848 3.0489
H: 3.8069 -2.1082 3.0256
H: 2.4074 -3.8108 1.3582
H: 0.2896 -2.5089 0.7569

Cartesian forces, eV/Å:
-0.12 -0.09 -0.01
0.02 -0.03 -0.02
-0.02 0.09 -0.03
0.10 0.09 -0.01
0.05 0.01 -0.01
-0.12 -0.03 0.00
-0.02 -0.03 -0.01
0.01 0.06 0.01
0.07 -0.01 -0.02
-0.08 -0.11 -0.01
-0.02 -0.02 0.00
0.01 0.00 0.01
-0.04 0.01 0.07
0.07 0.06 -0.04
0.07 0.10 -0.01
0.01 0.01 0.00
0.01 -0.03 -0.01
0.00 0.01 0.01
0.00 0.01 0.00
0.00 0.00 0.00
0.01 0.00 0.00
0.00 0.00 0.00
0.01 0.02 0.00
-0.01 0.04 -0.01
0.10 0.22 0.01
-0.04 0.02 0.00
0.05 0.03 0.01
0.00 -0.02 0.00
-0.05 -0.07 -0.01
0.04 0.07 0.00
0.01 -0.06 0.00
0.00 0.09 -0.06
-0.07 0.09 0.01
0.07 -0.13 0.00
-0.12 -0.18 0.03
0.08 -0.22 0.08
-0.02 0.00 -0.01
-0.01 0.01 0.00
-0.01 0.00 0.00
0.01 -0.01 -0.01
0.02 0.03 0.03
-0.15 -0.05 0.03
0.08 -0.11 -0.05
0.12 0.00 0.01
0.02 0.03 0.02
0.00 0.04 0.01
0.04 0.06 0.02
-0.01 0.00 0.01
0.01 0.02 0.00
0.00 0.01 0.01
-0.01 -0.02 0.00
0.01 -0.01 0.03
-0.14 0.02 -0.08



C25H18BrClN5NiO4 | ωB97M-V/def2-TZVPD

Results
Highest occupied orbital energy (alpha / beta), eV: -4.17 / -4.14
Strongest force on any atom, eV/A: 1.01
Charge: -1
DFT total energy, eV: -165470.44145
Multiplicity: 3
Energy relative to the best compared isomer or geometry (same formula, charge and spin), kJ/mol: 55.5

Atoms and positions in Å:
Ni: -0.0971 0.2649 0.7216
O: -3.7054 0.7066 -1.2661
C: -2.7446 0.4429 -0.5328
N: -1.6530 1.1434 -0.2598
C: -1.3707 2.4374 -0.6728
C: -1.9637 3.1241 -1.7326
C: -1.5287 4.4007 -2.0603
C: -0.5161 5.0069 -1.3274
C: 0.0680 4.3510 -0.2542
C: -0.3425 3.0615 0.0889
N: 0.2037 2.2712 1.0817
C: 1.0431 2.6590 2.0371
O: 1.3271 3.7976 2.4204
C: 1.7317 1.4627 2.6600
C: 2.9470 1.6370 3.3070
C: 3.6465 0.5253 3.7407
C: 3.0907 -0.7303 3.5422
C: 1.8561 -0.8089 2.9260
N: 1.1854 0.2540 2.4874
C: -2.7715 -0.8385 0.2784
C: -3.7912 -1.7604 0.0895
C: -3.7994 -2.9218 0.8428
C: -2.7957 -3.1164 1.7822
C: -1.8230 -2.1390 1.9158
N: -1.7968 -1.0334 1.1771
H: -2.7550 2.6424 -2.2879
H: -1.9794 4.9263 -2.8944
H: -0.1807 6.0017 -1.5970
H: 0.8413 4.8271 0.3316
H: 3.3207 2.6430 3.4329
H: 4.6136 0.6323 4.2152
H: 3.6062 -1.6321 3.8432
H: 1.3908 -1.7763 2.7654
H: -4.5494 -1.5323 -0.6462
H: -4.5750 -3.6637 0.7000
H: -2.7696 -3.9998 2.4054
H: -1.0346 -2.2448 2.6536
Cl: 4.7724 -1.9480 -0.0596
C: 3.0223 -1.9115 -0.3817
C: 2.5651 -0.5179 -0.9195
O: 2.9805 -0.1910 -2.0262
O: 1.7789 0.1052 -0.1491
H: 2.5160 -2.1498 0.5494
H: 2.8172 -2.6673 -1.1372
Br: -0.1086 -3.1732 -5.6308
C: -0.1993 -2.4102 -3.8934
C: 0.0244 -1.0609 -3.7164
C: -0.0531 -0.5581 -2.4251
N: -0.3366 -1.3134 -1.3654
C: -0.5502 -2.6101 -1.5638
C: -0.4919 -3.2170 -2.8082
H: 0.2641 -0.4088 -4.5427
H: 0.1309 0.4914 -2.2349
H: -0.7926 -3.2037 -0.6863
H: -0.6685 -4.2767 -2.9238

Cartesian forces, eV/Å:
0.12 1.01 -0.01
-0.09 -0.18 0.02
0.25 0.65 -0.01
-0.02 -0.74 -0.14
0.12 0.46 -0.08
0.01 -0.24 0.12
0.12 0.21 0.02
-0.18 -0.02 -0.19
0.03 -0.11 0.22
-0.30 0.37 -0.26
0.36 -0.81 0.35
-0.52 0.17 -0.52
0.29 0.00 0.09
-0.08 0.00 0.08
0.07 -0.05 0.15
-0.11 0.06 -0.06
0.00 -0.03 0.05
0.01 -0.08 0.15
0.19 -0.29 -0.06
0.01 -0.10 0.00
-0.04 -0.05 0.05
0.08 0.10 -0.03
-0.07 0.00 0.01
0.02 -0.09 0.09
-0.09 -0.17 0.10
0.00 -0.02 0.01
-0.02 -0.02 0.01
0.01 0.00 0.03
-0.02 -0.04 0.01
-0.04 0.02 -0.05
0.01 0.00 -0.01
-0.02 0.00 0.00
-0.01 0.02 -0.05
0.03 0.02 -0.03
-0.01 -0.01 0.02
0.03 0.01 0.01
0.02 0.02 -0.05
0.24 -0.04 0.07
-0.38 0.34 -0.15
0.21 -0.55 -0.04
-0.10 0.08 0.09
-0.21 0.27 0.02
0.03 -0.02 0.01
0.02 -0.01 0.01
0.00 0.04 0.10
0.00 0.00 -0.05
-0.02 -0.01 -0.03
-0.02 -0.03 0.00
0.04 -0.14 -0.06
-0.03 -0.04 -0.05
0.00 -0.04 -0.01
0.01 0.00 0.00
0.03 0.01 0.01
0.02 0.03 0.02
-0.01 0.00 0.01



> Among the records above, which one has the lowest DFT total energy?

C25H18Br2CuN5OS



> The lowest energy relative to the best compared isomer or geometry (same formula, charge and spin) belongs to which entry?

C25H18Br2CuN5OS